No. 1
Here is a cluster of 2 separate species, C5H11N2 in total at a distorted geometry from the OMol25 dataset. Energies are from wB97M-V/def2-TZVPD.

```
! wB97M-V def2-TZVPD RIJCOSX def2/J DEFGRID3
* xyz 1 1
C 0.54601 -1.79393 0.78370
C 1.53080 0.30857 -0.73024
C 0.04187 -0.64057 0.41139
C -1.17725 1.37395 0.76585
C -1.92331 -0.22021 -0.90424
N 2.65508 0.14693 -0.15021
N -1.05168 0.00564 0.24365
H -0.13215 -2.38892 1.44176
H 1.51519 -2.04395 0.62289
H 1.57741 0.66590 -1.68387
H -0.26796 1.97777 0.23793
H -2.23664 1.65777 0.58124
H -0.97657 1.50034 1.91595
H -1.85460 -1.20291 -1.25387
H -2.94099 0.22761 -0.82420
H -1.58353 0.28802 -1.71209
H 3.55100 0.39803 -0.49353
H 2.72731 -0.26005 0.74789
*
```

HOMO level: -13.3 eV
Energy above the lowest of the compared OMol25 structures with the same formula, charge and spin: 4.417 eV

***

No. 2
Here is a structure of composition C45H39Cl4O5RhS2 at a distorted geometry from the OMol25 dataset. Energies are from wB97M-V/def2-TZVPD.

```
! wB97M-V def2-TZVPD RIJCOSX def2/J DEFGRID3
* xyz 2 5
Rh 0.56975 -0.37781 -2.34678
C -2.88135 5.32629 -6.83848
O -1.96105 4.28969 -6.53758
C -1.78895 3.88499 -5.28748
C -2.38685 4.47149 -4.14918
C -2.16835 3.93979 -2.89898
C -1.38015 2.80359 -2.67698
C -1.23715 2.22559 -1.37008
C -1.89945 2.91459 -0.20368
O -0.61935 1.17599 -1.11598
C -0.70815 2.21459 -3.82488
O 0.07715 1.22899 -3.76968
C -0.94285 2.80099 -5.09848
H -2.91975 5.36899 -7.92498
H -2.53955 6.29079 -6.45578
H -3.87685 5.09709 -6.45048
H -3.00625 5.34799 -4.24858
H -2.63915 4.42699 -2.05998
H -2.97735 2.91749 -0.33738
H -1.54765 3.93869 -0.11248
H -1.66145 2.38079 0.71172
H -0.44145 2.37749 -5.95328
C 7.42395 0.52299 2.58752
C 6.16245 0.32729 1.81622
C 5.32845 -0.76121 2.05772
C 4.15785 -0.93221 1.34282
C 3.82085 0.00819 0.38662
C 4.64075 1.08419 0.10052
C 5.80775 1.24059 0.82182
S 2.22125 -0.13931 -0.44678
O 1.96545 -1.58641 -0.61358
C 1.24235 0.46349 0.94362
C 1.33585 1.85669 1.10192
C 0.66325 2.48929 2.10642
C -0.20695 1.75969 2.94642
C -0.98235 2.39969 3.93652
C -1.85285 1.68549 4.71412
C -1.98545 0.30319 4.52412
C -1.23255 -0.35211 3.58652
C -0.30935 0.35139 2.78502
C 0.48245 -0.30931 1.79172
C 0.50745 -1.78431 1.80712
C 1.09215 -2.43381 2.93532
C 1.74405 -1.71531 3.96102
C 2.30475 -2.36951 5.02992
C 2.24665 -3.76471 5.12452
C 1.63925 -4.49281 4.13302
C 1.05785 -3.85321 3.01762
C 0.47025 -4.59751 1.97562
C -0.04395 -3.96501 0.87712
C -0.03745 -2.57011 0.81542
S -0.71365 -1.86671 -0.71018
O -0.67235 -2.97021 -1.65928
C -2.45495 -1.70741 -0.23638
C -3.36095 -2.66931 -0.64678
C -4.68275 -2.56401 -0.25358
C -5.11745 -1.49641 0.52702
C -6.54615 -1.36091 0.92912
C -4.18635 -0.53311 0.91512
C -2.86445 -0.62441 0.52532
H 7.51325 -0.20401 3.39022
H 7.45675 1.52729 3.00922
H 8.28495 0.41919 1.92722
H 5.59545 -1.48431 2.81442
H 3.50855 -1.77601 1.51602
H 4.37035 1.78659 -0.67408
H 6.45805 2.07699 0.61762
H 1.97195 2.40389 0.42472
H 0.77205 3.55159 2.26262
H -0.88035 3.46649 4.06512
H -2.43965 2.17779 5.47482
H -2.69465 -0.24481 5.12412
H -1.35075 -1.41591 3.44312
H 1.80905 -0.64071 3.89592
H 2.79765 -1.80591 5.80512
H 2.68825 -4.26381 5.97282
H 1.60675 -5.57111 4.17592
H 0.44225 -5.67371 2.05542
H -0.46565 -4.51691 0.05252
H -3.02305 -3.49961 -1.24508
H -5.38475 -3.32411 -0.55278
H -7.13325 -2.21291 0.60242
H -6.97475 -0.45871 0.49292
H -6.63235 -1.26711 2.01042
H -4.50755 0.29569 1.52962
H -2.14725 0.12729 0.81042
Cl 2.15375 -1.85861 -3.83838
C 2.84125 -0.50501 -4.75538
Cl 2.97895 0.85009 -3.63508
H 2.15055 -0.24151 -5.55738
H 3.83005 -0.77381 -5.12778
Cl -1.48345 -3.40581 -6.14468
C -1.11185 -3.13341 -4.43528
Cl -1.14565 -1.39421 -4.08618
H -0.11725 -3.51891 -4.21488
H -1.86615 -3.61011 -3.81228
*
```

⟨S²⟩: 6.06
HOMO level (alpha / beta): -12.4 / -12.4 eV

***

No. 3
Here is an isolated molecule of C4H3N7S2 at a distorted geometry from the OMol25 dataset. Energies are from wB97M-V/def2-TZVPD.

```
! wB97M-V def2-TZVPD RIJCOSX def2/J DEFGRID3
* xyz 0 1
C -1.78089 1.95859 -3.68478
N -2.36683 1.12773 -2.94689
N -1.58977 0.73918 -1.99320
C -0.35554 1.15413 -1.97234
N 0.72217 0.91178 -1.14767
N 0.58135 0.21659 -0.24325
N 1.77326 0.02125 0.61726
C 1.28855 -0.66091 1.64179
N 0.06091 -1.15678 2.02677
N 0.01541 -2.09985 2.93134
C 1.16974 -2.21024 3.59542
S 2.38559 -0.97632 2.92589
S -0.11745 2.19579 -3.19279
H -2.17487 2.43452 -4.67974
H -0.87978 -0.95622 1.56357
H 1.26816 -2.69925 4.55862
*
```

HOMO level: -8.8 eV
Energy above the lowest of the compared OMol25 structures with the same formula, charge and spin: 1.962 eV
SMILES: c1nnc(/N=N/N=c2\[nH]ncs2)s1

***

No. 4
Here is a cluster of 7 separate species, H14O7 in total at a distorted geometry from the OMol25 dataset. Energies are from wB97M-V/def2-TZVPD.

```
! wB97M-V def2-TZVPD RIJCOSX def2/J DEFGRID3
* xyz 0 1
O 1.11694 0.39963 -1.62466
H 1.58601 1.09171 -1.05356
H 0.15927 0.53475 -1.32244
O -0.26225 -1.27229 1.48746
H -0.11237 -1.51172 2.50490
H 0.49446 -1.85833 0.94325
O -2.63662 -1.32621 -0.17320
H -1.80293 -1.17164 0.42373
H -2.38964 -2.10493 -0.70863
O 2.33660 1.73010 0.39231
H 2.46428 2.62995 0.15076
H 1.37034 1.63210 0.77599
O 1.43760 -1.96919 -0.36926
H 1.52480 -1.15475 -0.87095
H 1.69811 -2.73001 -1.06829
O -1.73154 0.99922 -0.86350
H -2.40286 0.21565 -0.82090
H -2.15640 1.64722 -1.48277
O -0.18947 1.52636 1.21109
H -0.87149 1.52889 0.51353
H -0.13159 0.55029 1.53343
*
```

HOMO level: -10.7 eV
Energy above the lowest of the compared OMol25 structures with the same formula, charge and spin: 1.369 eV
SMILES: O.O.O.O.O.O.O